Run i
Below is 7 unconnected molecules or ions with the total composition C5H24N2O6, with properties calculated with ωB97M-V with the def2-TZVPD basis set.

Summary:
Kohn-Sham gap: 0.289 hartree
Charge: 0
HOMO level: -7.66 eV
Molar mass: 208.26 g/mol
Structure (SMILES): C/C(=C\N)CCN.O.O.O.O.O.O
E_LUMO: 0.2 eV

XYZ file:
```
37
C5H24N2O6 ωB97M-V with the def2-TZVPD basis set
O 0.964 -2.630 -0.050
H -1.562 3.136 -2.517
N 0.326 -0.500 1.774
H -1.530 -4.445 -0.573
H -1.693 1.650 2.503
H -0.856 2.392 -0.694
C -1.573 1.181 1.463
H 3.228 -0.977 0.141
H -4.147 2.993 0.251
O 2.237 -3.424 -2.071
H -3.210 2.757 -2.464
H -2.037 0.151 1.711
H 2.528 -2.626 -1.749
N -2.322 2.723 -2.024
H 2.713 3.470 1.631
C -2.428 1.874 0.394
C -3.865 1.995 0.768
H -0.673 -3.808 0.390
H -4.077 1.927 1.811
H 0.107 0.653 0.024
H -4.478 1.312 0.203
H 1.616 -3.216 -2.920
C -1.827 2.295 -0.776
O 2.487 -0.587 -2.514
O 2.825 -0.082 0.025
H 2.078 -0.688 -1.761
O -1.603 -4.232 0.340
C -0.149 0.782 1.017
O 2.483 2.757 2.236
H 0.279 -1.993 -0.428
H 1.479 -3.132 -0.748
H 1.542 2.549 2.140
H 3.464 -0.330 -2.507
H 0.580 1.445 1.414
H 2.136 -0.067 0.683
H 0.043 -1.448 1.515
H 0.360 -0.445 2.788
```

***

Run ii
Below is 6 unconnected molecules or ions with the total composition C5H24N2O6, with properties calculated with ωB97M-V with the def2-TZVPD basis set.

Summary:
Kohn-Sham gap: 0.317 hartree
Charge: 0
HOMO level: -8.40 eV
Molar mass: 208.25 g/mol
Structure (SMILES): CC[C@@H](CN)NCO.O.O.O.O.O
E_LUMO: 0.2 eV

XYZ file:
```
37
C5H24N2O6 ωB97M-V with the def2-TZVPD basis set
H -0.189 -0.535 -0.532
C 1.800 -1.347 -1.116
O 3.277 -2.260 1.528
C 0.878 -0.219 -0.598
C 1.435 -1.747 -2.516
H 1.897 -2.174 -0.403
H 1.327 -0.868 -3.267
H 2.789 -0.934 -1.096
H -0.819 0.585 -2.383
H -2.504 0.850 -0.950
O -0.890 -3.816 0.768
H 2.481 0.331 0.873
H 2.647 -1.649 1.153
H 0.755 -1.072 2.421
H -2.532 0.285 2.560
O -2.579 -0.391 1.992
H -1.937 3.490 0.858
O -3.191 0.972 -0.226
H -1.794 -3.382 0.683
H -3.060 -0.050 1.260
H 2.129 -2.363 -2.974
H -4.004 1.452 -0.481
H -0.636 2.935 -0.909
N 0.637 -0.222 1.956
H -0.897 3.940 2.006
O -1.584 4.317 1.357
H -0.400 -0.179 1.895
C -0.092 1.400 -2.169
C 1.367 0.384 0.840
H -0.430 -3.057 1.057
H 0.508 -2.365 -2.474
O -0.861 2.116 -1.215
H 1.143 1.488 0.890
H 0.292 2.022 -3.127
N 1.089 0.908 -1.472
H 2.048 1.128 -1.647
H 3.410 -3.005 0.929
```

***

In terms of stability, run ii leads; the second structure lies 24.6 kcal/mol higher.

***

Run i
Below is 10 unconnected molecules or ions with the total composition C7H33NO9, with properties calculated with ωB97M-V with the def2-TZVPD basis set.

Summary:
Kohn-Sham gap: 0.326 hartree
Charge: 0
HOMO level: -8.71 eV
Molar mass: 275.34 g/mol
Structure (SMILES): C/C=C(\C)C[C@@H](C)N.O.O.O.O.O.O.O.O.O
E_LUMO: 0.2 eV

XYZ file:
```
50
C7H33NO9 ωB97M-V with the def2-TZVPD basis set
H -2.731 2.225 3.087
H -1.106 2.627 0.029
H 1.402 0.896 -3.182
H 0.676 1.487 3.756
O 2.699 2.157 0.329
H -0.538 1.173 -1.628
H 2.871 2.562 1.164
H -2.260 0.796 0.073
O -0.057 1.749 4.245
H 0.990 -3.404 1.842
O 0.685 1.325 -3.633
O -2.050 1.643 2.626
H 0.605 4.176 -0.179
H 2.269 2.879 -0.327
O 1.197 3.943 -0.917
H -0.058 0.485 1.781
H -2.557 -0.853 -1.523
H 0.560 3.204 -1.086
O -1.525 -2.788 2.998
H 3.467 -0.829 1.544
O 2.750 -0.554 2.072
C -0.456 -0.348 1.192
H 1.220 -0.812 -1.383
C -0.784 -1.776 -1.841
H 0.646 1.058 -0.671
O -1.652 3.375 0.213
H -1.554 -2.553 -3.770
H -0.981 -3.685 -2.404
H 0.878 1.145 -4.537
H 1.458 -2.952 -3.064
H 1.726 -2.402 2.719
H -1.772 -1.992 3.540
N -0.348 1.201 -0.708
H 0.377 -1.066 0.906
H -1.030 -0.849 1.952
C -1.485 -2.730 -2.707
H -2.307 3.413 -0.499
H 2.780 0.389 2.410
H 0.901 -1.762 -4.226
C -1.666 -1.085 -0.885
H -0.823 1.735 3.658
C 0.565 -1.508 -1.981
H -2.549 -2.774 -2.596
H -0.655 -2.976 3.294
H -1.978 -1.852 -0.058
H -1.571 2.340 2.032
H 2.256 -1.353 -3.138
O 1.317 -3.327 2.726
C -1.154 0.105 -0.085
C 1.354 -1.862 -3.161
```

***

Run ii
Below is 10 unconnected molecules or ions with the total composition C7H33NO9, with properties calculated with ωB97M-V with the def2-TZVPD basis set.

Summary:
Kohn-Sham gap: 0.352 hartree
Charge: 0
HOMO level: -9.21 eV
Molar mass: 275.34 g/mol
Structure (SMILES): C=CC[C@@H](C)NCC.O.O.O.O.O.O.O.O.O
E_LUMO: 0.4 eV

XYZ file:
```
50
C7H33NO9 ωB97M-V with the def2-TZVPD basis set
O -0.175 -1.998 1.421
H 1.469 0.587 1.207
H 2.476 2.670 1.070
C 0.047 0.440 2.796
H 4.881 -0.050 0.795
H 0.402 -1.130 -2.908
C -0.393 1.564 0.646
H -1.254 -0.549 -2.825
H -1.763 -2.213 -0.948
H 1.658 -1.194 -0.347
H -0.200 -2.874 -1.172
C -0.452 -0.963 -2.225
H -2.621 2.128 -0.747
H 3.438 -0.555 0.384
H -1.532 -1.544 2.318
H -1.325 -2.989 -2.508
C -0.948 -2.322 -1.677
C -1.058 0.635 -0.413
H 0.216 2.387 0.116
O 4.252 0.572 -2.364
H -2.521 0.868 -2.025
H 0.747 0.510 -1.438
H 0.642 -0.112 3.519
O 1.914 1.852 -2.090
O -3.880 -1.305 0.340
H -1.723 -0.110 0.112
H -0.939 0.677 3.176
H -1.338 2.179 -1.966
N 0.015 -0.114 -1.107
H -2.900 0.309 2.121
H 4.301 0.445 -1.396
O 4.146 0.222 0.289
H 2.139 2.311 -1.211
H -1.199 2.116 1.162
C -1.943 1.468 -1.346
H -4.818 -1.492 0.059
H 4.272 -0.345 -2.730
O 2.232 -1.633 0.272
H -0.250 -1.425 0.610
O -3.462 0.998 1.668
H 1.681 -1.828 1.025
H 3.478 1.804 0.314
H -3.036 -1.697 1.955
H -3.827 -0.338 0.567
H -4.147 1.257 2.320
H -0.399 -2.820 1.077
C 0.462 0.809 1.594
O 2.977 2.628 0.257
O -2.448 -1.297 2.638
H 2.702 1.459 -2.388
```

***

In terms of stability, run ii leads; the second structure lies 80.9 kcal/mol higher.

***

Run i
Below is 2 unconnected molecules or ions with the total composition C17H20N2O4, with properties calculated with ωB97M-V with the def2-TZVPD basis set.

Summary:
Kohn-Sham gap: 0.298 hartree
Charge: 0
HOMO level: -8.09 eV
Molar mass: 316.36 g/mol
Structure (SMILES): Cc1cccc2c(C(=O)O)cccc12.CNC(=O)CNC(C)=O
E_LUMO: 0.0 eV

XYZ file:
```
43
C17H20N2O4 ωB97M-V with the def2-TZVPD basis set
C 0.556 -3.579 0.706
H 0.949 -7.155 -1.459
O -2.587 0.194 2.834
H -2.515 -0.765 2.950
H 0.415 6.095 -2.017
H 3.159 -2.313 -0.029
O 1.034 -1.161 -1.930
N 0.409 -2.497 -0.280
C -1.000 4.766 1.504
C 2.761 -2.513 -1.022
C -0.150 4.418 -0.771
H -2.041 2.527 3.824
H 3.362 -1.985 -1.760
O 0.199 -5.934 0.898
H -0.906 5.842 1.403
H 0.717 6.326 -0.287
H -0.519 0.572 -0.372
C -0.776 2.494 0.639
N 0.378 -5.153 -1.195
C 0.225 -6.444 -1.862
H 0.327 1.479 -2.438
H -0.193 -3.442 1.486
H 2.789 -3.580 -1.227
H -0.486 -2.034 -0.322
H 0.571 3.911 -2.748
C 0.019 5.901 -1.015
C -0.638 3.902 0.455
H -0.945 6.411 -0.927
C -1.459 0.549 2.176
C -1.644 2.895 2.881
H -0.779 -6.832 -1.680
H 0.479 -4.328 -1.767
C -1.502 4.268 2.703
C 0.053 2.161 -1.636
C 0.379 -4.993 0.136
C 0.192 3.535 -1.803
H 1.537 -3.523 1.178
C -0.430 1.650 -0.435
H 0.384 -6.337 -2.936
H -1.786 4.952 3.497
C 1.335 -2.004 -1.100
C -1.277 1.986 1.874
O -0.597 -0.264 1.877
```

***

Run ii
Below is a molecular structure, C17H20N2O4, with properties calculated with ωB97M-V with the def2-TZVPD basis set.

Summary:
Kohn-Sham gap: 0.305 hartree
Charge: 0
HOMO level: -7.59 eV
Molar mass: 316.36 g/mol
E_LUMO: 0.7 eV

XYZ file:
```
43
C17H20N2O4 ωB97M-V with the def2-TZVPD basis set
C -1.359 0.531 -1.045
C -3.147 1.220 -2.800
H 1.700 -0.176 5.485
H -2.066 2.957 -0.113
H 0.219 -2.702 -2.332
H 4.025 0.576 0.001
C -3.666 3.434 -1.447
C -2.312 1.566 -1.547
H -2.981 0.376 -3.144
C 1.867 -1.481 -2.469
H 2.539 1.360 0.701
C 2.226 -0.198 -0.295
H -4.575 1.739 -4.232
C -0.061 -1.530 -0.707
C 1.493 -2.412 4.378
C -4.441 3.013 -2.493
O 2.329 -1.213 3.857
C 0.602 0.650 3.732
O -0.455 -1.374 2.016
C -1.086 -0.569 -1.510
C -2.662 2.484 -0.889
H 3.253 -0.018 -1.871
H -0.514 -2.236 -0.118
H -4.004 4.418 -0.829
O 0.995 0.480 2.229
C 0.498 -0.595 1.553
H 2.496 0.632 4.252
H -0.628 1.231 -0.263
C 3.094 0.468 0.353
H 1.236 -2.265 5.378
H -1.742 -1.149 -2.127
H -0.338 -0.324 4.012
O 2.439 -1.616 -3.440
H 0.338 1.447 3.993
H 0.669 -2.455 3.927
N 0.746 -2.159 -1.769
N 2.359 -0.238 -1.486
C 1.016 -0.838 0.064
C -3.879 2.150 -3.334
H 3.254 0.254 1.464
C 1.828 0.050 4.406
H -5.219 3.748 -2.787
H 2.162 -3.525 4.251
```

***

In terms of stability, run i leads; the second structure lies 398.4 kcal/mol higher.

***

Run i
Below is a single C17H23N3O3S molecule, with properties calculated with ωB97M-V with the def2-TZVPD basis set.

Summary:
Kohn-Sham gap: 0.324 hartree
Charge: 0
HOMO level: -8.40 eV
Molar mass: 349.46 g/mol
Structure (SMILES): COc1cccc(-c2nnc(SCC(=O)N(C(C)C)C(C)C)o2)c1
E_LUMO: 0.4 eV

XYZ file:
```
47
C17H23N3O3S ωB97M-V with the def2-TZVPD basis set
C -5.539 -0.528 0.384
H 3.776 3.226 0.872
C -7.489 -1.788 0.913
C -4.178 1.849 -0.174
C 5.578 -0.672 0.692
C -3.494 0.631 -0.152
C 3.815 -0.610 -0.919
H 5.236 -0.536 2.845
O -1.366 -0.553 -0.431
C -0.123 -0.126 -0.719
H -7.749 -1.209 1.805
N -1.313 1.628 -0.681
H 4.909 2.498 -0.270
H 6.855 0.731 -0.335
S 1.169 -1.262 -0.816
C 2.469 -0.126 -1.438
C 5.386 -1.291 2.076
C -6.219 0.687 0.361
N 4.334 -0.064 0.204
H -3.632 2.751 -0.392
C 2.438 0.869 1.561
C -4.170 -0.549 0.126
C -5.532 1.860 0.082
H 2.340 1.474 2.460
C 3.926 2.398 0.183
H -8.077 -1.431 0.061
C 3.831 1.081 0.959
H 3.179 2.479 -0.600
H -7.712 -2.839 1.089
C 6.751 0.305 0.660
O 4.373 -1.505 -1.529
C -2.077 0.611 -0.422
H 2.298 -0.174 1.835
H 7.666 -0.228 0.900
N -0.066 1.166 -0.870
H -7.278 0.733 0.556
O -6.108 -1.734 0.646
H 4.529 -1.959 2.070
H -3.651 -1.494 0.145
H 5.790 -1.479 -0.016
H 2.173 0.874 -1.152
H 6.270 -1.868 2.336
H 1.645 1.167 0.882
H 4.522 1.169 1.801
H 2.478 -0.229 -2.523
H 6.631 1.113 1.378
H -6.074 2.794 0.067
```

***

Run ii
Below is a single C17H23N3O3S molecule, with properties calculated with ωB97M-V with the def2-TZVPD basis set.

Summary:
Kohn-Sham gap: 0.321 hartree
Charge: 0
HOMO level: -8.11 eV
Molar mass: 349.46 g/mol
Structure (SMILES): CC/N=C(\NCC)S[C@@H]1CC(=O)N(c2ccc(OCC)cc2)C1=O
E_LUMO: 0.6 eV

XYZ file:
```
47
C17H23N3O3S ωB97M-V with the def2-TZVPD basis set
H -4.156 -1.838 -0.583
C -3.283 -0.148 0.062
H -5.253 -1.754 1.690
H 5.994 0.595 1.961
H 1.683 0.388 2.132
H 0.195 -1.013 -1.517
N -2.211 -0.140 -0.616
N 0.234 1.382 0.143
C -1.951 -1.158 -1.605
N -4.325 -1.005 -0.038
H -2.736 -1.138 -2.376
H -1.824 3.808 -0.119
H -1.958 -2.156 -1.141
H -0.561 0.084 -2.678
H -7.553 -1.547 0.771
H 1.720 1.163 -2.071
O 0.470 3.088 -1.384
O 5.350 -0.762 -0.342
C -0.597 -0.916 -2.254
C 4.112 -0.242 -0.129
C -6.699 -1.524 0.101
H -6.915 -0.841 -0.717
S -3.475 1.165 1.235
C 6.759 -0.044 1.526
H -6.554 -2.522 -0.308
C 2.179 0.353 1.176
C -1.638 2.741 -0.227
O -0.617 -0.055 1.742
C -1.849 1.934 1.039
C 6.130 -1.199 0.753
C 3.465 0.253 -1.263
C -0.194 2.469 -0.596
H -2.263 2.356 -1.036
H -0.430 -1.642 -3.046
H -1.731 2.546 1.939
H 7.367 0.559 0.856
H 6.915 -1.809 0.296
C 1.538 0.830 0.041
H 3.984 0.208 -2.207
H 7.388 -0.434 2.321
C -0.731 0.898 1.021
H 3.910 -0.551 1.999
C 2.195 0.780 -1.185
C -5.458 -1.068 0.856
H -5.616 -0.069 1.269
C 3.451 -0.184 1.094
H 5.540 -1.841 1.418
```

***

In terms of stability, run ii leads; the second structure lies 28.9 kcal/mol higher.

***

Run i
Below is 2 unconnected molecules or ions with the total composition C4H10O3, with properties calculated with ωB97M-V with the def2-TZVPD basis set.

Summary:
Kohn-Sham gap: 0.253 hartree
Charge: -2
HOMO level: 0.09 eV
Molar mass: 106.12 g/mol
E_LUMO: 7.0 eV

XYZ file:
```
17
C4H10O3 ωB97M-V with the def2-TZVPD basis set
O 0.428 0.817 -2.085
H 0.363 0.684 2.300
H 0.597 -0.852 1.468
C -1.449 -0.401 2.207
C -0.232 0.768 0.225
O -1.394 -0.923 3.442
H -1.916 -1.099 1.453
C 0.381 -0.002 -0.941
H 0.311 1.704 0.310
H 0.938 0.376 -2.828
H -2.046 0.546 2.153
O 1.771 -0.437 -4.084
H -1.305 0.865 0.058
C -0.087 -0.001 1.575
H 1.409 -0.254 -0.640
H -0.163 -0.938 -1.143
H 2.394 -0.852 -3.469
```

***

Run ii
Below is 2 unconnected molecules or ions with the total composition C4H10O3, with properties calculated with ωB97M-V with the def2-TZVPD basis set.

Summary:
Kohn-Sham gap: 0.243 hartree
Charge: -2
HOMO level: -0.32 eV
Molar mass: 106.12 g/mol
E_LUMO: 6.3 eV

XYZ file:
```
17
C4H10O3 ωB97M-V with the def2-TZVPD basis set
O 4.302 3.323 1.355
C -0.984 -2.336 0.371
H 0.117 -2.254 0.585
H 3.851 2.506 1.103
C -0.968 0.252 0.006
H 1.345 2.476 -0.144
H -1.776 0.980 -0.121
H -2.372 -1.211 -0.794
H 0.288 0.782 -1.660
H -0.829 0.129 1.077
H -0.723 -1.267 -1.511
O -1.401 -3.525 -0.069
O 0.417 2.219 -0.180
H -1.429 -2.020 1.359
H 1.158 0.247 -0.234
C 0.303 0.845 -0.559
C -1.300 -1.147 -0.583
```

***

In terms of stability, run i leads; the second structure lies 9.6 kcal/mol higher.

***

Run i
Below is a molecular structure, C4H8FNO, with properties calculated with ωB97M-V with the def2-TZVPD basis set.

Summary:
Kohn-Sham gap: 0.405 hartree
Charge: 0
HOMO level: -10.00 eV
Molar mass: 105.11 g/mol
E_LUMO: 1.0 eV

XYZ file:
```
15
C4H8FNO ωB97M-V with the def2-TZVPD basis set
H -1.416 -0.694 1.437
C 1.886 -0.249 -0.106
O 0.519 1.946 -0.015
H 2.786 -0.346 0.516
C -0.093 -0.518 -0.271
H 0.588 0.596 1.475
H -0.304 1.970 -0.519
H 2.167 -0.012 -1.151
H 1.111 -2.145 -0.667
F -2.235 0.278 -0.217
C 0.701 0.634 0.369
N 0.987 -1.442 0.069
H -1.924 -1.714 -0.006
C -1.453 -0.760 0.315
H -0.196 -0.272 -1.343
```

***

Run ii
Below is a single C4H8FNO molecule, with properties calculated with ωB97M-V with the def2-TZVPD basis set.

Summary:
Kohn-Sham gap: 0.370 hartree
Charge: 0
HOMO level: -9.33 eV
Molar mass: 105.11 g/mol
Structure (SMILES): OC[C@@H]1NC[C@H]1F
E_LUMO: 0.7 eV

XYZ file:
```
15
C4H8FNO ωB97M-V with the def2-TZVPD basis set
H 1.416 -1.997 -1.699
C 0.327 0.798 0.393
N -1.440 0.058 -0.555
H 1.533 -1.388 0.573
H 0.161 -2.766 0.159
F 0.556 1.239 1.660
H -0.715 -0.803 1.317
H -0.865 2.122 -1.132
C -0.863 1.421 -0.262
H 1.308 0.799 -0.135
C -0.400 -0.489 0.373
C 0.543 -1.588 -0.088
O 0.897 -1.233 -1.473
H -1.520 1.722 0.587
H -1.056 -0.236 -1.438
```

***

In terms of stability, run i leads; the second structure lies 21.1 kcal/mol higher.